No. 1
Entry from the OMol25 dataset: a molecular structure, C32H48BaF9GeN7P at a distorted geometry (ωB97M-V/def2-TZVPD).

Computed properties:
Total charge: -2
HOMO-LUMO gap (spin up / spin down), eV: 4.3008 / 3.7171
Energy relative to the best compared isomer or geometry (same formula, charge and spin), kcal per mole: 4.6
Multiplicity: 2
Energy, eV: -135355.3597

Last column: Mulliken charge in e.
Element x y z (Å)
Ba1 -0.89470 1.06397 0.99403  0.008
N1 -1.91224 -1.27319 0.21044  0.318
C1 -1.82995 -2.47344 1.04571  -1.082
C2 -0.51397 -2.51131 1.82717  0.649
N2 -0.33468 -1.38506 2.75599  1.802
C3 1.06814 -1.24529 3.17109  -1.681
C4 1.94460 -0.51378 2.16259  0.229
N3 1.53376 0.89967 2.05677  -0.482
C5 -1.22137 -1.46501 3.91326  -1.262
C6 -1.57718 -0.09902 4.48578  -0.803
N4 -2.20962 0.70133 3.43372  -0.140
H1 -1.12809 -1.25170 -0.47622  -0.293
H2 -2.79073 -1.25422 -0.29796  0.067
H3 -2.69007 -2.48166 1.72128  0.501
H4 -1.88892 -3.40486 0.46272  0.454
H5 -0.44980 -3.47796 2.35880  0.235
H6 0.30538 -2.48460 1.10586  -0.878
H7 1.08908 -0.68393 4.10924  0.682
H8 1.50301 -2.23736 3.37901  0.301
H9 2.98813 -0.62262 2.48402  0.545
H10 1.84696 -0.95429 1.16661  -0.607
H11 1.71210 1.39320 2.92513  0.119
H12 2.07290 1.35619 1.32328  0.105
H13 -2.14777 -1.95329 3.60153  0.399
H14 -0.78108 -2.10162 4.70013  0.286
H15 -2.21268 -0.24804 5.36767  0.430
H16 -0.68428 0.42971 4.82446  0.330
H17 -3.07119 0.26952 3.10495  0.049
H18 -2.46822 1.62231 3.77334  0.180
C7 0.45341 3.37395 -1.77219  -1.102
C8 1.36008 3.64783 -0.56585  -0.828
N5 0.59840 3.79728 0.67030  0.350
C9 -0.28553 4.96258 0.72624  -0.850
C10 -1.70921 4.61536 1.15810  -0.910
N6 -2.25668 3.49170 0.40592  0.310
C11 -2.53886 3.71431 -1.01665  -1.027
C12 -1.90041 2.63483 -1.91224  -0.787
N7 -0.54604 2.36432 -1.49673  0.965
H19 1.10625 3.08114 -2.60476  0.443
H20 -0.04276 4.30171 -2.08006  0.458
H21 1.99099 4.52505 -0.79028  0.275
H22 2.02195 2.78492 -0.45348  0.363
H23 1.19564 3.76455 1.48712  0.080
H24 -0.31106 5.42947 -0.26307  0.333
H25 0.10455 5.72165 1.41281  0.478
H26 -2.33209 5.52287 1.08574  0.354
H27 -1.68001 4.33061 2.21266  0.277
H28 -3.08481 3.12632 0.86631  0.125
H29 -2.14774 4.69629 -1.30421  0.315
H30 -3.61825 3.73845 -1.19401  0.468
H31 -1.97700 2.97519 -2.96041  0.391
H32 -2.48660 1.71314 -1.82918  0.223
H33 -0.16123 1.43176 -1.67851  -0.460
F1 -5.14324 1.64834 0.08148  -0.305
C13 -4.29727 1.19235 1.11631  -0.075
F2 -4.83924 1.92952 2.22054  -0.301
F3 -4.85789 -0.07982 1.37359  -0.272
F4 -0.17625 3.02671 3.61395  -0.273
P1 0.81223 3.44167 4.84656  1.403
F5 1.27439 1.88187 4.98703  -0.339
F6 2.00408 3.67095 3.75308  -0.378
F7 -0.38115 3.17394 5.89435  -0.396
F8 1.81216 3.84394 6.03962  -0.366
F9 0.36064 4.98003 4.68354  -0.403
C14 0.73981 -0.20709 -1.10334  0.078
Ge1 1.12602 -1.69184 -2.17231  0.479
C15 -0.51351 -2.08834 -3.26452  0.071
C16 -1.44346 -3.12254 -3.12636  0.026
C17 -2.66685 -3.10927 -3.80041  -0.787
C18 -2.99375 -2.05488 -4.63873  -0.448
C19 -2.08588 -1.01599 -4.80117  -0.657
C20 -0.87025 -1.03665 -4.12581  -0.262
C21 2.55700 -1.74378 -3.57463  -0.118
C22 2.42317 -2.39125 -4.80708  -0.401
C23 3.47089 -2.43451 -5.72639  -0.602
C24 4.68655 -1.83087 -5.43013  -0.367
C25 4.83928 -1.17326 -4.21330  -0.605
C26 3.78298 -1.12730 -3.31009  -0.359
C27 1.72020 -3.25466 -1.06484  0.099
C28 2.78766 -2.97947 -0.19621  -0.137
C29 3.20637 -3.88844 0.77051  -0.500
C30 2.56960 -5.11641 0.89539  -0.527
C31 1.52784 -5.42755 0.03556  -0.787
C32 1.11534 -4.50752 -0.93021  0.250
H34 -1.24629 -3.95344 -2.46133  -0.040
H35 -3.36972 -3.92237 -3.65427  0.380
H36 -3.94906 -2.03273 -5.15019  0.329
H37 -2.32780 -0.17557 -5.44256  0.368
H38 -0.18952 -0.19963 -4.25038  0.313
H39 1.48299 -2.87277 -5.06145  0.265
H40 3.33539 -2.94157 -6.67609  0.369
H41 5.50381 -1.86405 -6.14168  0.339
H42 5.77840 -0.68712 -3.97155  0.365
H43 3.90693 -0.57468 -2.38121  0.265
H44 3.28446 -2.01646 -0.25285  0.240
H45 4.02393 -3.62718 1.43347  0.363
H46 2.88406 -5.82107 1.65646  0.345
H47 1.02369 -6.38455 0.11689  0.399
H48 0.30066 -4.79358 -1.58319  0.250

***

No. 2
Entry from the OMol25 dataset: a molecular structure, C9H7N7PdS at a distorted geometry (ωB97M-V/def2-TZVPD).

Computed properties:
Total charge: 0
HOMO-LUMO gap (spin up / spin down), eV: 4.9531 / 4.8770
Multiplicity: 3
Energy, eV: -34188.6778

Last column: Mulliken charge in e.
Element x y z (Å)
Pd1 0.69623 0.25819 -0.67248  0.688
N1 4.36105 -1.64751 0.74589  -0.369
C1 3.14869 -1.18077 0.47574  0.654
S1 3.01022 0.30167 -0.48785  -0.284
N2 2.07134 -1.85178 0.95578  -1.045
N3 0.93143 -1.28868 0.59042  0.494
C2 -0.20536 -1.86939 1.00146  -0.590
C3 -1.43400 -1.30202 0.48348  0.645
C4 -2.70704 -1.81348 0.63539  -0.823
C5 -3.81756 -1.06202 0.29078  -0.182
C6 -3.61393 0.19912 -0.23767  -0.725
C7 -2.32726 0.61244 -0.47082  -0.142
N4 -1.25712 -0.12117 -0.18979  -0.178
H1 5.13383 -1.13530 0.36828  0.197
H2 4.46758 -2.53315 1.25135  0.249
H3 -0.13716 -2.81383 1.56094  0.403
H4 -2.88382 -2.76254 1.01424  0.407
H5 -4.78320 -1.44277 0.40093  0.484
H6 -4.41824 0.86126 -0.52059  0.375
H7 -2.08786 1.55334 -0.93000  0.445
N5 0.02282 1.82076 -1.65211  -0.648
C8 0.47953 2.90651 -1.61230  0.643
N6 1.04592 4.04443 -1.70034  -0.603
C9 1.79545 4.73499 -0.90132  0.440
N7 2.50846 5.53171 -0.39943  -0.536